Here is C38H49BrCl6N4O3PbSSi as an isolated structure in a non-equilibrium geometry from OMol25. Energies are from ωB97M-V/def2-TZVPD.

Results
Total charge = -2
Total energy = -8137.90510 Ha
HOMO-LUMO gap = 4.10 eV
Energy above the lowest of the compared OMol25 structures with the same formula, charge and spin = 0.485 eV
HOMO level = -0.5 eV
Molecular weight = 1169.81 g/mol

```
104
Properties=species:S:1:pos:R:3:forces:R:3
H -7.520744 14.635619 13.547371 0.09 0.53 0.51
C -4.047795 19.057014 10.605564 -0.39 0.91 -0.45
H -6.372907 13.946804 10.788672 0.16 0.18 0.16
C -3.624945 17.952266 11.336357 -1.74 0.38 -1.59
O -2.468227 15.591417 16.644000 -0.73 -0.74 2.31
C -0.400274 22.489073 18.059347 -1.21 -2.52 -1.03
H -0.585095 22.643283 16.958165 0.31 0.16 1.13
S -1.932796 16.640089 12.882663 0.40 0.01 1.14
Pb -1.235268 17.478342 15.678511 0.38 -0.64 -0.74
N -0.793755 19.563986 17.975451 -0.54 0.77 2.38
H -8.121497 12.757218 15.938382 -0.68 -0.21 -0.21
C -1.334190 19.619136 13.705714 0.73 0.73 2.42
Cl -2.571241 15.260714 22.493211 -0.07 -0.05 0.99
Cl -3.899992 17.709867 21.077072 0.25 -0.46 -0.29
C 1.745672 17.432247 13.113587 1.34 0.51 -2.23
H 1.777255 20.541768 19.833922 0.09 0.15 -0.63
C -2.562448 18.097551 12.165978 1.71 0.93 1.38
H -8.740045 13.323999 13.370961 0.53 0.80 -0.42
H 1.842174 18.413533 13.545394 -0.24 0.20 0.12
C 1.462548 14.900643 11.994331 0.90 0.21 1.52
C 0.924249 21.202700 19.638749 -0.52 -0.80 -0.20
H 1.270428 19.709989 17.495558 -0.66 -0.17 -0.23
H -3.377715 13.422419 13.570121 0.27 -0.48 -0.20
O -2.174383 19.355057 14.767134 2.05 1.12 -2.77
H -1.693028 21.401881 11.414247 0.11 0.43 0.57
H -7.359263 10.409867 17.243056 -1.05 -0.49 1.15
C -1.913238 14.263620 20.052227 -2.23 2.69 -0.71
C 1.468056 15.083415 13.391332 -0.34 0.06 -2.12
C 1.944357 17.270872 11.740618 -0.76 -0.94 1.49
C 1.782549 15.995350 11.193852 -0.28 -0.67 -0.88
Cl -4.136030 17.767888 17.969267 0.15 -0.31 -0.29
C 1.570913 16.341118 13.950686 -0.42 0.56 1.87
H -5.713334 10.090072 16.813723 -0.36 0.20 -0.15
H -8.282114 11.213826 12.525123 0.95 0.08 -0.26
C -7.897377 13.878368 12.894055 0.39 -1.44 -0.43
H 2.097774 18.112328 11.112039 0.20 0.63 -0.45
C -3.285731 16.466357 18.718968 0.62 -0.64 0.90
C -1.968393 20.520631 17.932123 0.76 0.02 -0.70
H -2.202578 12.132625 13.335517 1.12 -0.36 0.55
C -3.346781 20.266456 10.636473 0.47 -0.52 0.41
H -6.152240 11.692961 17.265490 -0.21 0.66 0.01
H -2.882921 20.085995 18.412872 0.98 0.28 -0.52
H -2.317534 20.951829 20.397695 1.19 0.80 -0.28
H -8.998997 11.850590 14.620503 -0.19 0.40 -0.78
C -6.748103 12.827263 12.535070 -1.75 -0.02 1.28
C -6.531310 10.830382 16.750154 1.57 -0.80 -1.36
H -6.891039 10.929924 11.350601 -0.45 0.31 0.24
H 1.807862 17.543207 15.754913 -0.30 -0.71 -0.27
H -3.300774 12.434291 12.086306 -0.22 0.16 0.07
N 0.730122 21.532529 18.187967 -0.61 0.84 1.07
H 1.843852 15.834017 10.115291 0.00 0.16 0.21
H -2.068436 20.617190 16.840894 -0.67 0.44 0.33
Cl -1.234077 12.896197 20.785847 0.26 -0.21 0.56
H 1.089946 22.106174 20.226921 -0.02 0.23 -0.23
O -0.162917 20.045452 13.847417 -1.85 -0.58 -0.01
C -0.517785 19.248512 19.423101 1.11 0.70 -0.12
H -0.199661 23.400701 18.590549 -0.01 0.46 0.25
C 0.348231 20.326318 17.456535 1.27 -0.81 -0.53
C -4.237421 10.069264 12.977712 -0.51 0.48 -0.86
C -1.954048 19.418475 12.376969 -1.54 -0.63 -0.83
H -9.055553 11.175671 16.200541 0.88 0.79 -0.42
H -6.504602 8.939455 14.819888 0.78 -0.44 0.31
C -2.600488 15.483417 17.938312 0.91 0.08 -1.70
H -5.215110 14.325054 12.116664 -0.20 -0.48 -0.39
C -2.260529 20.497480 11.497855 -0.68 -2.73 0.45
C -7.534515 11.688243 11.840114 -0.12 -0.32 0.54
H 1.368011 13.870137 11.660800 -0.11 0.29 -0.40
N -1.681266 21.835002 18.608051 1.42 -0.66 -0.27
C -2.629163 15.312422 20.799299 1.23 -0.76 -1.83
H -3.662654 21.063526 10.016021 -0.35 0.69 -0.68
Si -5.922564 12.143557 14.158765 0.45 0.00 0.40
H 0.975996 15.888699 16.029392 0.58 -0.45 0.17
H -8.181508 9.151238 15.339842 0.68 0.36 -0.86
Cl 1.232951 13.775236 14.458086 -0.24 -1.17 0.36
Br -5.595922 13.899057 15.587415 0.17 -0.15 -0.55
H -5.107799 12.831128 11.116012 0.54 -0.32 0.03
C -1.369529 21.447456 19.985346 -1.80 -1.13 0.86
N -0.251546 20.502377 20.228540 0.25 0.42 -1.73
H -8.220135 14.363050 11.953187 -0.02 -0.30 0.36
H -1.127405 22.349087 20.519025 -0.07 0.43 0.57
H -2.478026 10.550961 14.918942 -0.09 -0.12 -0.03
H 0.365923 18.541384 19.503507 -0.89 0.91 -0.14
Cl -0.909870 13.343545 17.719665 -0.47 0.25 -0.01
H -4.174964 17.000226 11.237531 0.56 0.51 0.20
C -8.397058 11.786464 15.499043 0.48 -1.31 1.17
H -4.043553 10.239151 15.756917 0.23 -0.06 -0.32
C -3.460515 10.957169 15.167247 -1.03 0.87 -0.22
H -3.292460 11.825386 15.827038 -0.05 -0.17 -0.34
H 0.135399 20.573316 16.401133 0.16 -0.04 0.34
H -8.212267 12.151537 11.138397 0.08 0.15 -0.90
C -3.187754 16.414569 20.117898 -0.32 -0.77 0.32
H -7.558111 9.616128 13.632820 -0.27 -0.06 1.04
C -4.191587 11.384253 13.794604 1.00 -0.88 1.69
H -1.355194 18.809311 19.946464 -0.48 -0.42 -0.44
H -4.941193 9.309010 13.356795 0.61 0.18 0.32
C 1.417319 16.589266 15.341176 -0.58 1.34 0.69
C -1.916280 14.405313 18.668315 0.06 0.42 -0.06
C -3.214161 12.399762 13.175517 -1.41 0.73 -0.71
C -7.337031 9.600662 14.732185 -1.12 0.46 -0.36
H -3.204101 9.681985 12.879303 -0.58 -0.06 0.08
H -4.962438 19.053155 9.986258 0.55 -0.34 0.28
C -7.040932 11.010655 15.292811 -0.62 0.48 0.03
H -4.629868 10.251923 11.959230 0.37 0.10 0.15
C -5.776203 13.513551 11.608145 -0.28 0.73 -0.27
```
Forces are in eV/Å.